The following is a DFT calculation (ωB97M-V with the def2-TZVPD basis set) of C4H10N3 as an isolated structure at a distorted geometry.

Atoms and positions in Å:
1 C 0.2470 0.1494 1.7575
2 C -0.7177 1.5774 0.3577
3 C 0.0631 0.6391 -0.5518
4 C 1.6339 -1.2784 -0.0579
5 N -0.5773 1.0429 1.7109
6 N 0.7397 -0.2130 0.2064
7 N -1.3373 -0.4106 -1.1134
8 H 0.6412 -0.3964 2.6348
9 H -0.3765 2.5275 0.2615
10 H -1.7545 1.8645 0.0506
11 H 0.5515 0.9143 -1.3853
12 H 1.3676 -2.1613 0.5257
13 H 1.5242 -1.2785 -1.1036
14 H 2.7598 -1.1536 0.1577
15 H -1.1649 -1.3145 -0.6851
16 H -1.4564 -0.5105 -2.1193
17 H -2.1435 0.0015 -0.6463

## Properties
* charge: +1
* strongest force on any atom: 6.8 eV/A
* total energy: -322.34591 a.u.
* ΔE to the lowest compared entry with this formula, charge and spin: 301.0 kJ/mol
* molecular weight: 100.1 g/mol

***

The following is a DFT calculation (ωB97M-V with the def2-TZVPD basis set) of an isolated ion of composition C4H10N3 and charge +1 at a distorted geometry.

Atoms and positions in Å:
1 C -2.7344 -0.7273 0.3936
2 C -1.6486 -0.4400 -0.3334
3 C -0.4742 0.3069 0.1061
4 N -0.4765 1.9867 -0.5265
5 N 0.8326 -0.1935 -0.2739
6 C 1.9017 -0.3351 0.4472
7 N 3.0290 -0.7771 0.0253
8 H -3.5940 -1.3234 0.1148
9 H -2.9240 -0.3545 1.3909
10 H -1.6366 -0.7267 -1.4077
11 H -0.2851 0.5691 1.2164
12 H -1.0987 2.4927 0.2340
13 H -0.7904 1.9362 -1.4541
14 H 0.7429 -0.6913 -1.1495
15 H 2.0220 0.3013 1.3779
16 H 3.9048 -0.5354 0.4461
17 H 3.2295 -1.4885 -0.6072

## Properties
* charge: +1
* strongest force on any atom: 6.3 eV/A
* total energy: -322.34872 a.u.
* SMILES: C=C[C@H](N)/[NH+]=C/N
* ΔE to the lowest compared entry with this formula, charge and spin: 293.7 kJ/mol
* molecular weight: 100.1 g/mol

***

The following is a DFT calculation (ωB97M-V with the def2-TZVPD basis set) of an isolated ion of composition C4H10N3 and charge +1 at a distorted geometry.

Atoms and positions in Å:
1 C -1.7153 0.3273 -0.1067
2 C -1.2673 -0.8771 0.5108
3 C -0.2135 -1.5932 -0.3550
4 C 0.9694 1.5867 0.3784
5 N -2.5893 1.1002 -0.3760
6 N 0.5481 0.8046 -0.7791
7 N 0.8761 -0.5751 -0.6492
8 H -0.6779 -0.2670 1.3442
9 H -2.0336 -1.5325 1.1364
10 H 0.1476 -2.3724 0.3054
11 H -0.5113 -1.8610 -1.3222
12 H 0.7279 1.1602 1.3540
13 H 2.0142 1.9030 0.3003
14 H 0.4641 2.5201 0.3477
15 H -2.9633 1.9306 -0.7880
16 H 1.5863 -0.5074 0.1223
17 H 1.3277 -0.8025 -1.5255

## Properties
* charge: +1
* strongest force on any atom: 4.5 eV/A
* total energy: -322.25612 a.u.
* ΔE to the lowest compared entry with this formula, charge and spin: 536.8 kJ/mol
* molecular weight: 100.1 g/mol

***

The following is a DFT calculation (ωB97M-V with the def2-TZVPD basis set) of C4H10N3O as an isolated structure at a distorted geometry.

Atoms and positions in Å:
1 C -1.2393 0.8070 -0.5053
2 C 1.9122 -1.1905 0.9149
3 C 0.6070 -1.6655 0.3726
4 C 1.9666 -0.5474 -0.5047
5 N 0.7042 -0.8880 -0.8697
6 N -1.1469 1.8037 0.2730
7 N -2.2459 0.3464 -1.1823
8 O -2.2444 2.6483 0.4735
9 H 1.8493 -0.4763 1.6557
10 H 2.6362 -1.9495 1.2045
11 H 0.6160 -2.7429 0.1217
12 H -0.2480 -1.4852 1.0032
13 H 2.1447 0.6027 -0.5682
14 H 2.6328 -1.0023 -1.2727
15 H -0.4486 2.3895 0.5259
16 H -2.0764 -0.5104 -1.6026
17 H -3.0944 0.8236 -1.3761
18 H -2.3253 3.0367 1.3364

## Properties
* charge: +1
* strongest force on any atom: 4.9 eV/A
* total energy: -397.41851 a.u.
* ΔE to the lowest compared entry with this formula, charge and spin: 684.6 kJ/mol
* molecular weight: 116.1 g/mol